1.
Formula: C2H8S2
Source: the Open Molecules 2025 dataset
Level of theory: ωB97M-V/def2-TZVPD

Geometry (Å):
S (1.300, -3.574, 0.967)
H (0.053, -3.693, 0.430)
H (1.662, -2.527, 0.215)
C (0.227, 0.672, -0.843)
C (-0.494, 1.736, -0.043)
S (-0.970, 1.053, 1.581)
H (1.102, 0.553, -0.133)
H (-0.250, -0.242, -0.868)
H (0.589, 0.945, -1.786)
H (-1.418, 2.015, -0.606)
H (0.049, 2.744, 0.086)
H (-1.851, 0.318, 1.000)

Output
multiplicity: 1
SMILES: CCS.S
orbital gap: 9.9 eV
net charge: 0
energy: -877.3321 a.u.
energy relative to the best compared isomer or geometry (same formula, charge and spin): 16.7 kcal per mole
LUMO level: 0.0291 Eh
HOMO: -9.1 eV

2.
Formula: C29H32BeN4O3S
Source: the Open Molecules 2025 dataset
Level of theory: ωB97M-V/def2-TZVPD

Geometry (Å):
Be (0.267, -0.403, 0.102)
C (-0.962, 2.550, 6.922)
O (-0.289, 1.813, 5.897)
C (0.335, 0.676, 6.270)
C (0.338, 0.166, 7.561)
C (1.021, -1.009, 7.843)
C (1.720, -1.673, 6.852)
C (1.742, -1.151, 5.563)
C (1.041, 0.003, 5.255)
N (1.060, 0.556, 3.958)
C (0.633, -0.115, 2.818)
N (0.219, -1.384, 2.998)
C (-0.406, -2.233, 2.052)
C (-0.457, -1.921, 0.697)
C (-1.104, -2.871, -0.104)
C (-1.652, -4.044, 0.399)
C (-1.595, -4.307, 1.764)
C (-0.977, -3.391, 2.590)
O (-0.902, -3.620, 3.962)
C (-1.869, -2.899, 4.728)
N (0.666, 0.441, 1.647)
C (1.002, 1.812, 1.536)
C (2.140, 2.211, 0.855)
C (2.413, 3.560, 0.657)
C (1.539, 4.517, 1.139)
C (0.391, 4.138, 1.831)
C (0.120, 2.791, 2.028)
O (-0.949, 2.317, 2.715)
C (-1.838, 3.254, 3.287)
H (-1.397, 3.421, 6.437)
H (-0.269, 2.875, 7.704)
H (-1.764, 1.958, 7.377)
H (-0.201, 0.683, 8.344)
H (1.002, -1.399, 8.853)
H (2.260, -2.586, 7.068)
H (2.313, -1.638, 4.782)
H (0.827, 1.539, 3.940)
H (0.234, -1.737, 3.941)
H (-1.177, -2.677, -1.170)
H (-2.135, -4.754, -0.265)
H (-2.023, -5.203, 2.199)
H (-2.674, -3.572, 5.034)
H (-2.293, -2.077, 4.149)
H (-1.386, -2.496, 5.620)
H (2.797, 1.447, 0.460)
H (3.303, 3.851, 0.114)
H (1.739, 5.570, 0.983)
H (-0.287, 4.892, 2.205)
H (-2.579, 2.675, 3.831)
H (-2.332, 3.848, 2.512)
H (-1.322, 3.918, 3.987)
C (-0.247, 2.172, -1.620)
H (-0.226, 2.958, -0.863)
H (-0.751, 2.568, -2.505)
H (0.785, 1.942, -1.891)
S (-1.133, 0.693, -1.027)
C (5.620, -1.268, -2.642)
C (4.279, -1.138, -1.997)
C (3.123, -0.702, -2.706)
C (1.941, -0.473, -2.066)
N (1.767, -0.610, -0.707)
C (2.873, -1.071, -0.020)
C (4.082, -1.317, -0.603)
H (5.525, -1.476, -3.713)
H (6.205, -2.084, -2.203)
H (6.240, -0.359, -2.554)
H (3.161, -0.561, -3.782)
H (1.053, -0.171, -2.608)
H (2.730, -1.236, 1.042)
H (4.893, -1.673, 0.026)

Output
multiplicity: 1
orbital gap (spin up / spin down): 4.0 / 2.4 eV
net charge: -2
energy: -1981.9791 a.u.
LUMO level (spin up / spin down): 0.1670 / 0.1676 Eh
HOMO (spin up / spin down): 0.5 / 2.1 eV

3.
Formula: C3H4N2OS
Source: the Open Molecules 2025 dataset
Level of theory: ωB97M-V/def2-TZVPD

Geometry (Å):
C (0.895, 0.046, 0.656)
C (0.385, -1.094, -0.220)
C (-1.353, 0.416, -0.884)
H (0.098, -1.902, 0.489)
H (1.195, -1.512, -0.822)
H (-2.275, 0.538, -1.419)
H (0.461, 1.904, 1.148)
N (-0.992, 1.372, -0.154)
N (0.141, 1.149, 0.607)
O (-0.731, -0.788, -1.079)
S (2.177, -0.130, 1.678)

Output
multiplicity: 1
SMILES: S=C1COC=NN1
orbital gap: 9.1 eV
net charge: 0
energy: -699.6109 a.u.
energy relative to the best compared isomer or geometry (same formula, charge and spin): 38.4 kcal per mole
LUMO level: 0.0071 Eh
HOMO: -8.9 eV

4.
Formula: C9H14
Source: the Open Molecules 2025 dataset
Level of theory: ωB97M-V/def2-TZVPD

Geometry (Å):
C (2.016, -0.710, -0.978)
C (-1.548, -1.031, -2.234)
C (-0.170, -0.911, -2.214)
C (-2.301, -1.160, -1.069)
C (0.519, -0.923, -0.993)
C (-1.613, -1.214, 0.131)
C (-0.233, -1.148, 0.156)
H (-2.060, -1.037, -3.191)
H (0.324, -0.803, -3.172)
H (-3.373, -1.275, -1.141)
H (-2.152, -1.398, 1.053)
H (2.379, -0.984, 0.008)
H (2.175, 0.329, -1.289)
H (0.361, -1.237, 1.060)
H (2.534, -1.230, -1.786)
C (0.207, 1.403, 2.544)
C (0.590, 2.210, 1.332)
H (0.169, 2.062, 3.424)
H (-0.795, 0.983, 2.479)
H (0.913, 0.652, 2.905)
H (1.441, 2.882, 1.478)
H (0.850, 1.661, 0.426)
H (-0.233, 2.880, 1.072)

Output
multiplicity: 1
SMILES: Cc1ccccc1.CC
orbital gap: 10.0 eV
net charge: 0
energy: -351.3181 a.u.
energy relative to the best compared isomer or geometry (same formula, charge and spin): 7.6 kcal per mole
LUMO level: 0.0376 Eh
HOMO: -9.0 eV

5.
Formula: C42H118O17
Source: the Open Molecules 2025 dataset
Level of theory: ωB97M-V/def2-TZVPD

Geometry (Å):
O (-4.829, 2.643, 1.107)
H (-4.180, 2.123, 0.634)
H (-5.247, 3.178, 0.432)
O (0.580, -2.064, 0.280)
H (1.351, -2.542, 0.585)
H (-0.106, -2.290, 0.908)
O (-0.369, 0.841, 0.206)
H (0.036, 0.005, -0.026)
H (0.326, 1.487, 0.083)
C (-2.961, -5.697, 1.501)
C (-1.600, -5.025, 1.300)
C (-1.089, -5.469, -0.040)
O (-1.860, -3.602, 1.208)
H (-2.880, -6.776, 1.629)
H (-3.646, -5.503, 0.675)
H (-3.489, -5.206, 2.318)
H (-0.786, -5.322, 1.961)
H (-0.043, -5.166, -0.076)
H (-1.474, -5.039, -0.965)
H (-1.147, -6.545, -0.209)
H (-2.559, -3.524, 0.554)
C (4.902, -0.356, -1.969)
C (5.427, 1.006, -2.306)
C (4.676, 1.688, -3.531)
O (5.117, 1.720, -1.164)
H (3.843, -0.417, -1.717)
H (5.478, -0.854, -1.189)
H (5.054, -0.971, -2.856)
H (6.515, 1.033, -2.376)
H (4.916, 1.150, -4.448)
H (4.747, 2.770, -3.646)
H (3.597, 1.576, -3.434)
H (5.653, 1.504, -0.397)
C (-3.104, -3.414, -3.493)
C (-4.102, -3.384, -2.349)
C (-4.811, -4.766, -2.088)
O (-3.485, -3.008, -1.198)
H (-3.370, -4.240, -4.152)
H (-2.239, -3.823, -2.972)
H (-2.893, -2.504, -4.055)
H (-4.880, -2.644, -2.542)
H (-5.251, -4.760, -1.090)
H (-4.185, -5.650, -1.968)
H (-5.596, -5.025, -2.798)
H (-3.064, -2.186, -1.459)
C (5.938, -3.658, 0.988)
C (4.437, -4.107, 0.927)
C (4.006, -4.966, 2.089)
O (3.614, -3.088, 0.746)
H (6.128, -2.890, 1.739)
H (6.352, -3.232, 0.075)
H (6.615, -4.476, 1.237)
H (4.393, -4.858, 0.138)
H (3.934, -4.287, 2.939)
H (4.680, -5.795, 2.305)
H (3.002, -5.345, 1.900)
H (3.934, -2.305, 1.199)
C (-1.158, 1.543, 4.365)
C (-1.409, 1.765, 5.852)
C (-1.242, 3.258, 6.283)
O (-2.734, 1.274, 6.164)
H (-1.698, 2.311, 3.812)
H (-1.721, 0.666, 4.046)
H (-0.090, 1.613, 4.158)
H (-0.662, 1.243, 6.450)
H (-2.001, 3.703, 5.639)
H (-0.304, 3.705, 5.953)
H (-1.240, 3.418, 7.362)
H (-3.267, 1.799, 5.561)
C (-2.075, -3.982, 5.301)
C (-1.060, -2.844, 4.947)
C (0.002, -2.508, 5.965)
O (-0.396, -3.170, 3.809)
H (-2.798, -3.537, 5.984)
H (-1.637, -4.813, 5.854)
H (-2.593, -4.297, 4.395)
H (-1.441, -1.833, 4.802)
H (0.702, -3.257, 6.334)
H (-0.472, -2.259, 6.914)
H (0.674, -1.751, 5.561)
H (-1.028, -3.355, 3.110)
C (-0.246, 6.220, -3.169)
C (-1.466, 6.583, -3.934)
C (-2.176, 5.428, -4.575)
O (-2.431, 7.319, -3.129)
H (0.549, 6.017, -3.887)
H (-0.550, 5.290, -2.687)
H (0.146, 6.867, -2.384)
H (-1.207, 7.289, -4.723)
H (-1.529, 4.779, -5.165)
H (-3.016, 5.755, -5.187)
H (-2.455, 4.638, -3.879)
H (-3.014, 7.718, -3.779)
C (-1.242, 6.532, 3.078)
C (-0.603, 7.634, 2.306)
C (-1.274, 7.830, 0.962)
O (-0.691, 8.849, 3.083)
H (-0.960, 5.553, 2.692)
H (-2.330, 6.589, 3.116)
H (-0.958, 6.540, 4.130)
H (0.468, 7.430, 2.292)
H (-1.408, 6.904, 0.403)
H (-0.733, 8.447, 0.244)
H (-2.279, 8.250, 0.987)
H (-1.643, 8.968, 3.044)
C (-3.435, 1.690, -1.971)
C (-2.804, 0.419, -2.567)
C (-1.547, 0.603, -3.433)
O (-2.466, -0.367, -1.535)
H (-2.918, 2.192, -1.153)
H (-4.446, 1.380, -1.706)
H (-3.515, 2.440, -2.757)
H (-3.560, -0.126, -3.132)
H (-1.263, -0.238, -4.067)
H (-0.738, 0.695, -2.708)
H (-1.581, 1.483, -4.075)
H (-1.709, 0.036, -1.104)
C (1.061, 4.056, 0.038)
C (1.916, 3.439, -1.156)
C (3.209, 4.194, -1.084)
O (2.120, 2.023, -0.869)
H (1.625, 3.974, 0.967)
H (0.095, 3.599, 0.252)
H (0.825, 5.103, -0.149)
H (1.366, 3.637, -2.076)
H (3.720, 4.011, -2.030)
H (3.853, 3.717, -0.345)
H (3.031, 5.220, -0.760)
H (3.053, 1.993, -1.094)
C (3.061, -0.852, -5.400)
C (1.767, -0.138, -5.094)
C (1.650, 1.228, -5.887)
O (0.680, -1.036, -5.140)
H (3.906, -0.308, -4.979)
H (3.197, -0.642, -6.461)
H (3.112, -1.922, -5.198)
H (1.737, 0.142, -4.041)
H (2.645, 1.589, -6.147)
H (1.185, 2.030, -5.314)
H (0.989, 1.264, -6.753)
H (0.762, -1.622, -4.384)
C (-3.586, -0.791, 2.192)
C (-5.015, -1.156, 2.065)
C (-5.402, -2.413, 2.940)
O (-5.732, -0.058, 2.594)
H (-3.284, 0.212, 1.892)
H (-3.067, -1.597, 1.674)
H (-3.191, -0.755, 3.208)
H (-5.337, -1.258, 1.028)
H (-4.507, -2.745, 3.465)
H (-5.693, -3.217, 2.265)
H (-6.319, -2.217, 3.494)
H (-5.409, 0.710, 2.117)
C (0.908, -4.417, -4.732)
C (1.105, -4.104, -3.210)
C (2.569, -4.284, -2.719)
O (0.705, -2.815, -2.886)
H (1.255, -5.450, -4.772)
H (1.506, -3.777, -5.381)
H (-0.128, -4.496, -5.060)
H (0.429, -4.777, -2.683)
H (3.398, -3.993, -3.363)
H (2.823, -5.296, -2.402)
H (2.616, -3.701, -1.800)
H (1.006, -2.690, -1.983)
C (2.675, -0.703, 3.190)
C (3.613, 0.210, 2.419)
C (4.324, 1.093, 3.456)
O (4.508, -0.610, 1.752)
H (1.848, -1.125, 2.619)
H (2.132, -0.098, 3.918)
H (3.217, -1.503, 3.694)
H (3.083, 0.915, 1.779)
H (5.087, 1.648, 2.910)
H (4.909, 0.655, 4.265)
H (3.749, 1.737, 4.122)
H (5.314, -0.101, 1.636)

Output
multiplicity: 1
orbital gap: 9.4 eV
net charge: 0
energy: -2949.9002 a.u.
energy relative to the best compared isomer or geometry (same formula, charge and spin): 0.0 kcal per mole
LUMO level: 0.0007 Eh
HOMO: -9.4 eV